Record 1
12
Properties=species:S:1:pos:R:3:forces:R:3:lowdin_charge:R:1 method="wB97M-V/def2-TZVPD" lumo_energy_ev=0.91 homo_ev=-8.973 homo_lumo_gap_ev=9.9 de_lowest_ev=2.226
C 1.8189 0.5015 -0.3954 0.48 0.21 0.47 0.067
C 0.5916 0.5077 0.0678 0.53 -0.20 -0.29 -0.454
O -0.4003 1.2640 -0.4454 -2.11 -1.34 0.20 0.016
C -0.2550 -0.4609 0.8414 -0.04 0.09 0.12 -0.024
C -1.3428 0.0272 -0.1050 -0.03 2.04 -0.24 -0.301
O -1.6166 -0.7310 -1.1865 0.71 -0.08 -0.19 0.069
H -0.7304 -1.0131 -1.4402 0.00 -0.60 -0.81 0.111
H 2.4818 -0.1552 0.1154 0.81 -0.34 -0.06 0.052
H 2.1409 1.2269 -1.1296 0.09 -0.12 0.04 0.070
H -0.0027 -1.5217 0.7907 -0.06 0.14 -0.02 0.127
H -0.4831 -0.1647 1.8628 0.19 0.04 0.06 0.122
H -2.2659 0.4475 0.2184 -0.58 0.17 0.72 0.144



Record 2
99
Properties=species:S:1:pos:R:3:forces:R:3:lowdin_charge:R:1 method="wB97M-V/def2-TZVPD" s2=0.7561 lumo_energy_ev="-5.46 / -6.30" homo_ev="-12.912 / -12.948" total_charge=+2 multiplicity=2 homo_lumo_gap_ev="7.4 / 6.6" de_lowest_ev=0.825
Re 0.6997 0.0240 0.6245 1.30 1.20 0.71 1.360
N -1.0202 -2.0417 3.1220 0.09 -0.09 0.02 0.134
C -0.1661 -1.1182 3.5683 0.02 0.09 -0.13 -0.691
N 0.4835 -0.2128 2.8341 -0.05 -0.16 0.15 -0.047
C 1.2052 0.6421 3.6748 -0.05 0.10 -0.25 -0.325
C 1.1069 0.3939 4.9909 -0.01 0.04 0.07 -0.317
S 0.0868 -0.9624 5.2649 -0.03 0.00 0.15 1.130
C 2.0688 1.6178 3.0294 -0.15 -0.02 -0.02 -0.325
C 2.9039 2.4912 3.6238 0.03 0.11 -0.01 -0.313
S 3.9399 3.1996 2.4478 0.05 0.09 0.08 1.139
C 3.1799 2.2672 1.2176 -0.10 -0.11 -0.20 -0.652
N 2.1589 1.5434 1.6457 0.21 -0.09 0.12 -0.024
N 3.6119 2.3125 -0.0602 -0.10 0.02 0.07 0.140
H -1.1308 -2.1882 2.1284 -0.05 0.09 -0.04 0.015
H -1.3937 -2.7249 3.7585 0.00 0.00 0.01 0.121
H 1.6088 0.8906 5.8042 0.00 -0.02 -0.01 0.093
H 3.0078 2.7289 4.6692 0.00 -0.04 -0.01 0.090
H 4.4729 2.7948 -0.2574 0.00 0.03 0.00 0.119
H 3.4265 1.4901 -0.6150 -0.02 -0.01 -0.05 0.076
O 3.5570 -2.2929 -0.1649 -0.09 -0.01 -0.03 0.152
C 3.1437 -1.2522 -0.6004 0.13 0.28 0.38 -0.519
O 2.5985 -0.2946 0.1874 0.56 -1.01 -0.53 -0.305
C 3.3214 -0.8153 -2.0066 -0.13 0.00 -0.20 -0.154
C 4.4486 -1.2611 -2.6906 0.00 -0.06 0.03 0.012
C 4.6924 -0.8311 -3.9827 -0.01 0.02 -0.04 -0.030
C 3.8019 0.0387 -4.6005 -0.01 -0.02 0.04 -0.032
C 2.6638 0.4626 -3.9318 0.08 0.05 0.04 -0.060
C 2.4070 0.0425 -2.6262 0.16 0.22 -0.04 -0.293
P 0.8107 0.4828 -1.8623 -0.50 0.02 -0.09 1.063
C 0.5118 2.2189 -2.3692 -0.03 -0.05 -0.04 -0.324
C 0.8843 3.2858 -1.5525 -0.03 0.00 -0.02 -0.110
C 0.7504 4.5955 -1.9868 -0.01 -0.01 -0.02 -0.061
C 0.2308 4.8617 -3.2457 0.00 0.02 0.01 -0.054
C -0.1608 3.8120 -4.0624 0.00 -0.03 0.00 -0.049
C -0.0225 2.5011 -3.6293 -0.01 0.05 -0.02 -0.092
C -0.3554 -0.4245 -2.9426 0.11 -0.03 0.00 -0.389
C -1.6998 -0.0565 -2.9555 -0.01 -0.04 -0.02 -0.134
C -2.6111 -0.7266 -3.7502 -0.01 -0.05 -0.03 -0.048
C -2.1881 -1.7799 -4.5537 -0.05 0.02 0.01 -0.051
C -0.8524 -2.1428 -4.5651 0.07 0.01 0.03 -0.051
C 0.0630 -1.4655 -3.7663 -0.01 -0.10 0.04 -0.090
H 5.1295 -1.9331 -2.1852 -0.01 0.00 -0.01 0.132
H 5.5746 -1.1700 -4.5089 0.00 0.01 0.01 0.121
H 3.9888 0.3824 -5.6093 0.00 -0.01 0.01 0.120
H 1.9723 1.1225 -4.4384 0.00 -0.01 0.02 0.107
H 1.2766 3.0987 -0.5688 0.14 -0.04 0.08 0.061
H 1.0579 5.4102 -1.3431 0.00 -0.01 -0.01 0.112
H 0.1294 5.8831 -3.5882 0.00 0.00 0.01 0.116
H -0.5743 4.0097 -5.0425 0.01 0.00 0.01 0.117
H -0.3452 1.7002 -4.2810 0.04 0.01 -0.01 0.108
H -2.0297 0.7882 -2.3741 -0.10 0.10 0.16 0.090
H -3.6508 -0.4250 -3.7503 0.02 0.01 -0.01 0.116
H -2.8980 -2.3044 -5.1796 0.00 0.01 0.01 0.116
H -0.5130 -2.9481 -5.2029 0.01 0.00 0.00 0.115
H 1.1036 -1.7618 -3.7935 0.01 -0.01 -0.02 0.109
C 0.6891 -3.3323 -0.9502 0.04 0.05 0.01 -0.002
C 1.0162 -3.1389 0.4863 0.14 0.10 0.20 -0.345
O 1.0198 -2.0112 1.0312 -0.10 -0.63 -0.17 -0.241
C 1.3348 -4.2767 1.3442 0.00 0.01 -0.06 -0.154
C 1.1008 -5.5839 0.9124 0.01 -0.06 0.02 0.000
C 1.3891 -6.6493 1.7483 0.00 0.02 -0.02 -0.043
C 1.9286 -6.4127 3.0051 0.01 0.00 0.02 -0.037
C 2.1846 -5.1131 3.4349 -0.01 -0.01 -0.03 -0.044
C 1.8858 -4.0471 2.6104 0.01 -0.02 0.02 -0.002
H 0.5164 -2.3801 -1.4393 0.00 0.02 0.00 0.028
H -0.2164 -3.9336 -1.0495 0.01 -0.01 -0.01 0.115
H 1.5095 -3.8599 -1.4380 -0.01 -0.04 0.01 0.124
H 0.6881 -5.7774 -0.0686 0.00 0.01 0.01 0.118
H 1.2002 -7.6616 1.4188 0.00 0.00 0.00 0.118
H 2.1632 -7.2477 3.6521 0.00 0.00 0.00 0.119
H 2.6290 -4.9414 4.4060 0.00 -0.01 -0.01 0.115
H 2.1078 -3.0333 2.9157 -0.01 0.00 0.00 0.120
C -2.0731 1.4825 3.0469 0.04 0.03 0.05 0.002
N -1.5192 2.6982 2.4596 0.02 0.04 -0.01 -0.110
C -1.9173 3.9459 3.1204 -0.03 -0.04 -0.03 0.011
C -0.7223 2.7534 1.4244 0.26 0.05 0.00 -0.238
O -0.2483 1.8210 0.7230 -0.88 0.09 0.33 -0.274
H -3.1603 1.5575 3.0403 -0.01 0.01 0.01 0.114
H -1.7212 1.3893 4.0759 0.00 0.02 0.00 0.106
H -1.7742 0.6167 2.4741 -0.02 0.04 0.00 0.044
H -2.9991 3.9578 3.2380 -0.01 0.01 -0.02 0.107
H -1.6111 4.7998 2.5218 0.01 0.01 0.02 0.100
H -1.4506 4.0048 4.1030 -0.01 -0.02 0.01 0.107
H -0.4697 3.7670 1.1047 0.06 0.02 0.03 0.162
O -7.0997 2.7157 0.2795 0.06 -0.01 0.06 0.137
C -6.6798 1.7108 1.0729 -0.03 0.05 -0.02 -0.481
O -7.3431 1.3356 1.9921 -0.01 -0.04 0.04 0.152
C -5.3392 1.1056 0.7619 -0.05 0.07 0.03 -0.131
C -4.2799 1.8415 0.2489 0.03 -0.01 -0.01 -0.012
C -3.0361 1.2526 0.0641 -0.05 -0.09 -0.24 -0.124
C -2.8485 -0.0900 0.3722 0.11 -0.06 0.01 -0.560
S -1.3408 -1.0271 0.1767 -0.90 -0.12 -0.45 0.763
C -3.9208 -0.8359 0.8649 -0.07 0.09 0.04 -0.090
C -5.1499 -0.2356 1.0732 0.04 -0.11 0.02 0.013
H -6.5264 2.8189 -0.4881 0.00 0.00 -0.06 0.107
H -4.4014 2.8937 0.0153 0.01 0.00 -0.01 0.127
H -2.2209 1.8431 -0.3217 -0.06 -0.03 -0.16 0.091
H -3.7854 -1.8841 1.0995 -0.01 0.00 0.00 0.108
H -5.9762 -0.7969 1.4892 0.00 0.00 -0.01 0.135



The evaluated max |F| for the records listed, in turn: 0.0488 0.0371 hartree/bohr.
The evaluated calculated total energy for the records listed, in turn: -306.42450 -4001.66321 a.u..